Density functional theory data (the ωB97M-V functional and the def2-TZVPD basis) for a cluster of 7 separate species, C24H30FN6 in total.

```
61
Properties=species:S:1:pos:R:3:mulliken_charge:R:1
F 27.35521 22.91177 4.83884 -1.01
N 27.57750 22.04553 1.82522 0.55
N 25.07681 24.06253 5.76538 0.52
N 27.36680 25.28436 3.36940 0.42
N 25.47153 20.94012 4.17140 1.01
N 26.72518 21.19540 7.19713 0.27
N 30.19742 23.12841 5.44067 0.39
C 26.52074 25.77455 2.40778 -0.51
C 27.29778 21.80367 8.30786 -0.31
C 24.95753 18.85321 3.46411 -0.67
C 23.78674 19.63087 3.49575 -0.66
C 32.35449 22.65926 5.25336 -0.65
C 26.91192 27.06769 2.14605 -0.52
C 25.93512 20.18942 7.61876 -0.40
C 26.00867 20.12249 9.02817 -0.49
C 31.12228 22.40262 4.70541 -0.45
C 25.97346 19.67554 3.92989 -0.52
C 27.94547 27.39871 3.06021 -0.57
C 26.90661 21.66070 0.72952 -0.63
C 27.79546 21.21528 -0.21954 -0.52
C 28.27161 26.24781 3.75027 -0.46
C 30.87687 23.75296 6.40421 -0.48
C 32.21484 23.50604 6.33708 -0.59
C 26.89499 21.11054 9.43934 -0.68
C 29.04584 21.41480 0.27811 -0.68
C 23.54629 25.57842 6.32910 -0.62
C 24.11416 20.91977 3.83081 -0.66
C 28.90703 21.94434 1.54776 -0.18
C 24.63556 25.34757 5.51966 -0.21
C 24.28563 23.54653 6.76329 -0.15
C 23.27092 24.42689 7.08226 -0.80
H 25.89329 23.58098 5.39638 0.29
H 29.21794 23.22247 5.20192 0.08
H 25.72023 25.22146 1.94207 0.40
H 27.02463 19.50288 4.10478 0.43
H 26.05446 21.73111 4.41743 -0.17
H 27.98132 22.60012 8.05638 0.38
H 24.58580 22.62199 7.23315 0.19
H 22.56266 24.31192 7.88772 0.40
H 25.14220 25.94591 4.77830 0.24
H 27.23692 24.38819 3.82628 0.08
H 33.28660 22.21686 4.93363 0.37
H 25.49303 19.45782 9.70401 0.41
H 28.29445 28.41659 3.14525 0.38
H 26.90236 21.39086 6.22268 -0.01
H 23.56165 21.84383 3.90137 0.45
H 33.06481 23.74807 6.95543 0.40
H 29.03095 25.99415 4.47320 0.37
H 23.11839 26.55780 6.48616 0.35
H 27.13584 22.29980 2.69598 0.07
H 22.79129 19.31575 3.22087 0.43
H 30.82237 21.70166 3.94366 0.47
H 30.34354 24.32079 7.15309 0.41
H 27.12498 21.22517 10.48750 0.40
H 29.99664 21.17627 -0.17388 0.41
H 29.58175 22.15707 2.36109 0.12
H 26.33366 27.74349 1.53389 0.37
H 25.11823 17.87193 3.04574 0.43
H 27.51534 20.80125 -1.17620 0.42
H 25.30146 19.66991 6.91572 0.29
H 25.82772 21.61740 0.73117 0.40
```

Computed properties:
Energy relative to the best compared isomer or geometry (same formula, charge and spin) (kcal per mole): 26.6
Largest force on an atom (eV/Å): 2.87
Charge: -1

***

Density functional theory data (the ωB97M-V functional and the def2-TZVPD basis) for the ion C3H6N with charge +1.

```
10
Properties=species:S:1:pos:R:3:mulliken_charge:R:1
N 0.02933 0.01755 -0.16590 0.02
C -1.18563 0.48087 -0.77958 -0.37
C 0.78307 -0.70286 1.29755 -0.47
C 0.24956 0.51506 -1.26656 0.06
H 1.07154 0.47849 -1.96022 0.36
H -1.97447 -0.23394 -1.22680 0.25
H 1.85020 -0.45925 1.33998 0.30
H 0.48184 -1.70160 1.30399 0.30
H -1.71997 1.50431 -0.53966 0.24
H 0.41452 0.10137 1.99719 0.32
```

Computed properties:
Structure (SMILES): C[N+]1=CC1
Energy relative to the best compared isomer or geometry (same formula, charge and spin) (kcal per mole): 67.3
Largest force on an atom (eV/Å): 5.11
Charge: +1

***

Density functional theory data (the ωB97M-V functional and the def2-TZVPD basis) for a cluster of 10 separate species, C70H138N6O18 in total.

```
232
Properties=species:S:1:pos:R:3:mulliken_charge:R:1
O 14.19201 13.73138 14.75336 -0.38
O 12.42392 16.82342 11.91368 0.13
O 15.31802 24.66585 12.04361 -0.45
O 14.39350 26.34195 13.17084 -0.56
O 15.33372 18.51762 15.96705 0.03
O 13.68689 14.66835 16.77770 -0.26
O 12.54163 15.24863 14.95418 -0.28
O 15.63610 24.83039 14.20727 -0.44
O 17.67103 14.96114 8.92351 -0.54
O 8.68283 19.47678 18.42780 -0.45
O 21.06050 12.44202 17.93628 -0.48
O 21.47851 19.20649 12.38302 -0.40
O 16.23302 16.42456 16.17253 -0.29
O 15.11204 17.04132 14.39554 -0.19
O 10.28981 16.53512 12.37551 -0.39
O 18.12930 19.43437 16.96912 2.04
O 13.30757 20.43492 12.30026 2.37
O 11.10028 18.52906 12.50544 -0.47
N 18.32243 14.98231 10.19392 0.17
N 22.23263 20.03050 13.32177 -0.11
N 13.31357 21.57967 11.47165 -0.51
N 18.30512 19.54282 18.37503 -0.08
N 10.09731 19.14276 18.56057 -0.07
N 21.51392 12.41892 16.56263 -0.04
C 21.83869 18.15991 15.04802 -0.39
C 14.50039 12.83260 18.19532 -1.75
C 18.04698 14.85093 12.53104 -1.72
C 18.12374 18.34636 19.12664 1.59
C 14.93252 19.23362 14.77083 0.15
C 10.38828 19.60963 16.22070 -2.41
C 17.24727 15.05245 11.20264 2.60
C 23.95666 18.31849 13.64293 -1.92
C 22.81673 19.13533 14.31603 1.98
C 15.16679 13.16565 15.66790 -0.04
C 16.34943 16.27267 11.18904 -0.47
C 17.94944 21.09360 20.22718 -1.27
C 16.22376 23.54832 12.40037 2.37
C 22.08073 13.57175 14.51220 -1.40
C 9.48999 17.15693 20.11693 -1.62
C 10.66748 15.24539 11.92532 0.44
C 17.49250 23.73268 11.70809 -1.65
C 14.82882 13.80787 17.09973 1.32
C 17.77192 19.88260 21.09609 -0.77
C 16.82972 17.58271 19.12321 -1.43
C 12.18780 15.35948 11.74985 0.01
C 16.08034 20.89963 18.54621 -1.45
C 21.69307 13.77968 15.97664 2.24
C 19.92380 20.61567 14.15287 -0.34
C 11.89673 17.99485 19.87721 -1.76
C 9.95129 14.84934 10.69305 -1.46
C 21.04936 22.00702 12.49096 -2.14
C 20.96546 9.99020 16.44695 -1.96
C 15.05849 25.37249 13.12382 0.58
C 23.42936 20.05533 15.41460 -1.63
C 20.43873 15.82283 9.18358 -1.79
C 12.17973 23.37366 9.58871 -0.85
C 22.72934 14.43247 16.83236 -2.26
C 14.35404 18.17239 13.92887 1.40
C 13.35618 21.16497 10.08567 1.89
C 20.06167 15.98413 11.64021 -0.78
C 12.23312 23.75204 11.05862 -0.84
C 18.31995 21.94938 17.93747 -1.85
C 12.33321 17.28621 18.68606 0.49
C 19.03451 15.93026 12.85249 1.96
C 18.55591 18.70241 20.56749 -1.39
C 12.53564 22.84975 13.46141 -0.74
C 21.98379 21.97474 14.78145 -1.12
C 16.23103 23.65107 13.96453 0.00
C 10.81163 21.89761 12.00745 -1.32
C 20.93590 11.38693 14.40456 -2.05
C 12.34602 20.11419 9.67042 -1.47
C 20.43253 14.71092 16.23725 -0.78
C 18.86048 17.51433 10.09567 -1.12
C 21.08040 12.81924 13.75110 1.33
C 9.68887 17.29783 16.77327 -1.57
C 21.27048 21.09052 13.71596 2.13
C 19.35601 16.05947 10.27575 1.45
C 13.34107 14.55792 15.45961 0.35
C 19.15530 17.32303 18.59052 -2.12
C 15.60322 17.25774 15.61086 -0.17
C 12.02273 18.10305 17.40744 -0.63
C 10.52864 18.48900 17.30974 2.22
C 16.12044 19.96614 14.19295 0.69
C 10.23540 19.39484 21.12501 -1.90
C 10.37279 18.37695 19.89730 1.94
C 12.20782 22.49770 11.98537 1.33
C 20.61361 11.41845 15.87784 1.90
C 11.30262 17.37608 12.26710 0.27
C 22.48259 21.14188 15.96525 0.12
C 14.77263 20.49747 9.84951 -1.79
C 19.10177 11.72525 16.10112 -1.09
C 16.37965 13.78541 10.90783 -2.18
C 13.28036 22.39844 9.16134 -1.38
C 17.67876 20.86934 18.74941 1.95
H 24.36884 20.49732 14.99969 0.30
H 16.95752 12.89996 10.80756 0.47
H 15.66154 21.88224 18.47058 0.61
H 19.58665 14.41277 15.60757 -0.59
H 21.82617 10.81465 14.17031 0.41
H 18.89936 12.62869 15.55166 -0.35
H 18.05380 22.77750 11.68006 0.21
H 13.17000 21.95824 8.13309 0.42
H 14.83774 19.50729 10.32266 0.13
H 16.71981 19.63901 21.23532 0.33
H 19.38963 16.49395 19.27825 0.52
H 21.09989 17.67122 14.40806 -0.07
H 18.04731 17.63501 9.40166 0.26
H 13.14626 24.40650 11.23923 -0.11
H 20.04316 17.90606 18.45678 0.52
H 15.65698 13.63324 11.73989 0.21
H 20.67664 15.05492 11.56167 0.31
H 19.40503 21.79810 17.91083 0.23
H 15.80712 20.44975 17.58304 -0.05
H 17.34624 14.81352 13.36394 -0.31
H 24.49846 19.00116 12.96005 0.45
H 10.51890 18.95500 22.10357 0.36
H 13.44302 17.18617 18.70891 -0.34
H 23.03586 21.66248 16.69573 0.62
H 18.52805 17.76453 21.13333 0.39
H 18.56675 17.88959 11.09566 -0.14
H 10.11915 16.86802 15.81820 -0.06
H 10.86830 19.26964 15.30221 0.36
H 23.64978 13.86766 16.70588 0.53
H 15.72169 13.98146 10.04825 0.44
H 18.83270 11.81318 17.12305 0.55
H 16.80466 17.25923 11.49522 -0.51
H 12.49190 21.86634 14.01902 -0.22
H 12.49266 19.30806 10.40405 0.14
H 9.54825 16.50747 17.47681 0.29
H 16.17727 13.32608 15.37436 -0.24
H 20.66268 14.77387 9.28888 0.50
H 15.64355 20.97634 10.33928 0.06
H 21.31972 12.76147 12.69662 0.75
H 18.49995 10.92236 15.60000 0.43
H 22.97796 22.39026 14.42993 0.22
H 20.72323 16.82954 11.74703 -0.36
H 11.76550 23.47587 13.91569 0.47
H 20.44415 9.20544 15.86333 0.34
H 10.45477 14.51613 12.74959 0.32
H 22.83614 15.47828 16.61225 0.20
H 19.52656 15.66041 13.76714 -0.63
H 13.95489 11.93666 17.91604 0.46
H 14.63297 18.37050 12.89683 -0.29
H 13.48179 23.35898 13.52552 -0.34
H 23.05725 13.04082 14.45424 0.43
H 24.65574 17.95750 14.43881 0.38
H 10.69494 21.19684 12.85022 -0.02
H 17.26215 21.89455 20.54710 0.34
H 8.92618 14.62854 11.00629 0.40
H 9.41138 16.97473 21.23127 0.45
H 9.87435 16.23085 19.63235 0.27
H 19.60621 19.01656 20.37085 0.43
H 16.82249 19.28540 13.66893 -1.14
H 18.13962 22.77601 18.58167 0.65
H 20.12242 16.22452 8.14056 0.28
H 21.30751 16.40314 9.47459 0.32
H 10.69890 21.40165 11.06649 0.27
H 17.01513 16.56571 19.54638 0.62
H 15.55601 16.09416 11.89826 -0.17
H 21.75332 12.01038 18.37872 0.38
H 20.42676 22.90228 12.76025 0.22
H 22.19972 18.73534 11.94375 0.38
H 22.04932 9.84174 16.43412 0.47
H 18.14138 24.49938 12.10234 0.45
H 12.65802 19.64306 8.65585 0.41
H 12.40531 18.91032 19.99410 0.39
H 17.59283 15.86279 8.61070 0.42
H 16.56326 20.48866 14.99691 -0.13
H 21.27132 18.71741 15.81475 -0.45
H 15.75520 20.63257 13.40641 -0.28
H 18.84809 16.85057 17.62505 -0.04
H 10.55339 14.00114 10.26908 0.35
H 14.17496 19.92480 15.04242 0.46
H 22.47510 14.34980 17.90331 0.38
H 22.18677 14.57432 14.13976 0.05
H 21.96480 22.30801 12.06010 0.61
H 20.57340 15.75353 16.12952 0.27
H 9.37433 19.78426 16.00619 0.63
H 14.24676 22.87918 9.24122 0.43
H 18.60474 13.91648 12.62221 0.81
H 13.88842 13.37224 18.90642 0.36
H 12.47404 19.04382 17.61810 0.54
H 20.14222 10.78934 13.91336 0.51
H 18.07681 20.04310 22.13047 0.44
H 15.59490 22.85252 14.45644 0.03
H 17.25845 23.53957 14.27836 0.28
H 18.96506 21.45111 20.32352 0.40
H 22.49920 17.35160 15.39771 0.01
H 21.65378 20.75114 16.55038 -0.44
H 11.38842 24.33357 11.31546 0.58
H 10.06036 22.64770 12.22900 0.45
H 12.37608 20.09476 12.19933 -0.51
H 17.39468 18.75594 16.82359 -0.64
H 10.77498 20.49560 16.61155 0.70
H 15.46762 20.38384 19.32187 0.11
H 9.19608 19.75406 21.19919 0.41
H 20.66031 10.03234 17.51363 0.41
H 15.60912 14.52321 17.47489 -0.50
H 16.48518 17.49746 18.05430 -0.18
H 21.28537 22.79499 15.07521 0.41
H 11.26847 20.44679 9.58735 0.20
H 20.08814 13.27520 13.82238 -1.24
H 12.47824 17.58559 16.57162 -0.69
H 14.92294 20.38978 8.80586 0.60
H 15.87838 22.60972 12.08375 -1.22
H 20.25502 14.64326 17.33272 0.71
H 11.17328 22.96069 9.37454 0.32
H 13.28048 18.04459 13.99837 -1.03
H 20.51907 21.51251 11.68264 0.29
H 8.71559 17.64877 16.40638 0.65
H 12.78477 14.89176 12.47873 -0.31
H 17.87244 22.13650 16.92249 -0.05
H 19.75314 18.07337 9.85174 0.55
H 16.05511 18.10705 19.66482 0.30
H 23.50661 17.44183 13.16022 0.39
H 8.28603 18.63468 18.16056 0.41
H 18.58588 16.90083 12.99850 -0.15
H 17.30814 23.81479 10.64024 0.39
H 15.31437 12.49309 18.77292 0.44
H 8.44324 17.40070 19.82437 0.29
H 19.44241 20.05696 13.37911 0.41
H 15.98713 16.50010 10.12650 0.52
H 19.96534 19.93007 14.97947 -0.72
H 23.72119 19.41222 16.23138 0.47
H 12.06722 17.45518 20.79646 0.45
H 12.52056 15.06878 10.77387 0.44
H 12.17523 24.22147 8.93111 0.52
H 19.20491 21.41451 14.38939 0.17
H 11.90495 16.25016 18.69328 0.17
H 10.10363 15.62048 9.89731 0.32
H 10.85524 20.28098 20.91139 0.41
H 14.84361 12.13948 15.76443 0.46
```

Computed properties:
Structure (SMILES): CC1(C)CCCC(C)(C)N1O.CC1(C)CCCC(C)(C)N1O.CC1(C)CCCC(C)(C)N1O.CC1(C)CCCC(C)(C)N1O.CC1(C)CCCC(C)(C)N1O.CC1(C)CCCC(C)(C)N1O.C[C@H]1COC(=O)O1.C[C@H]1COC(=O)O1.C[C@H]1COC(=O)O1.C[C@H]1COC(=O)O1
Energy relative to the best compared isomer or geometry (same formula, charge and spin) (kcal per mole): 0.0
Largest force on an atom (eV/Å): 3.72

***

Listing E for the structures above in their given order: -37034.5781, -4687.1962, -120615.9535 eV.
Listing E_HOMO for the structures above in their given order: -5.3118, -16.9712, -8.1851 eV.